1.
A structure of composition C17H15IrN6Se in a non-equilibrium geometry. Source: OMol25; level of theory: ωB97M-V/def2-TZVPD.

The electronic energy comes out at -94965.6186 eV. Its net charge is +3. The highest occupied orbital energy (alpha / beta) is -17.57 / -17.96 eV. As for the spin multiplicity: 2. The molecular weight comes out at 574.5 g/mol.

XYZ file:
```
40
Properties=species:S:1:pos:R:3:forces:R:3
Ir -0.2465 -0.2884 -0.0758 1.901 0.529 1.288
C 1.2834 0.2743 2.6554 0.007 0.422 0.347
N 1.4930 -0.6085 1.4918 -1.685 0.075 -1.410
C 2.7987 -0.5356 0.8085 0.467 0.172 -0.223
C 2.6138 -0.8557 -0.6383 0.221 0.036 0.204
N 1.4057 -0.8798 -1.2090 -1.622 0.233 -0.167
C 1.5881 -1.1789 -2.5423 0.258 -0.294 -0.457
C 0.6710 -1.3641 -3.5860 -0.149 0.223 0.316
C 1.1779 -1.6113 -4.8499 0.133 0.157 -0.172
C 2.5538 -1.6989 -5.0704 -0.023 -0.063 0.122
C 3.4771 -1.5642 -4.0303 0.070 -0.006 -0.063
C 2.9663 -1.3110 -2.7693 -0.481 -0.120 -0.043
N 3.5670 -1.1090 -1.5261 -0.033 0.009 -0.002
C -0.1639 0.6296 2.7475 0.242 0.020 0.153
N -1.0118 0.4113 1.7380 -0.519 -0.346 -1.511
C -2.2491 0.8719 2.1347 -0.423 0.072 0.400
C -3.4940 0.8604 1.4906 0.323 -0.031 -0.266
C -4.5598 1.4553 2.1431 -0.066 0.267 0.059
C -4.4044 2.0226 3.4091 0.077 -0.119 -0.001
C -3.1802 1.9978 4.0828 -0.035 0.049 0.065
C -2.1156 1.4075 3.4245 -0.227 -0.258 -0.360
N -0.7772 1.2155 3.7682 0.000 -0.005 -0.029
H 1.8595 1.1930 2.5156 0.034 -0.059 -0.044
H 1.6169 -0.1829 3.5917 0.111 -0.116 -0.144
H 1.2950 -1.5751 1.7532 0.044 -0.032 0.050
H 3.5390 -1.2099 1.2492 -0.140 0.019 0.163
H 3.1902 0.4818 0.8928 -0.052 -0.012 0.062
H -0.3967 -1.3400 -3.3977 -0.006 -0.253 -0.015
H 0.5028 -1.7497 -5.6828 -0.023 0.007 0.009
H 2.9180 -1.8859 -6.0711 0.008 -0.060 0.006
H 4.5389 -1.6509 -4.2202 0.013 0.074 0.009
H 4.5636 -1.1457 -1.3491 -0.010 -0.002 0.085
H -3.6165 0.3765 0.5279 -0.113 -0.199 0.117
H -5.5340 1.4757 1.6749 0.006 -0.008 -0.025
H -5.2551 2.4863 3.8890 -0.017 -0.048 0.035
H -3.0850 2.4301 5.0704 0.040 0.061 -0.023
H -0.3580 1.4888 4.6488 0.070 -0.046 -0.013
Se -2.0126 0.3863 -1.8172 1.264 -0.272 1.180
C -3.1927 0.9657 -3.0415 0.266 -0.063 0.235
N -3.9666 1.3151 -3.8309 0.068 -0.014 0.064
```
Forces are in eV/Å.

***

2.
The molecule C22H20F3N3O3 in a non-equilibrium geometry. Source: OMol25; level of theory: ωB97M-V/def2-TZVPD.

Its relative energy (zero: lowest compared OMol25 entry of this formula, charge and spin) is 244.19 kJ/mol. The electronic energy comes out at -41903.3424 eV. As for the structure (SMILES): O=C(c1cc(COc2cccc(C(F)(F)F)c2)on1)N1CCC(c2ccncc2)CC1. The highest occupied orbital energy is -8.84 eV. The molecular weight comes out at 431.4 g/mol.

XYZ file:
```
51
Properties=species:S:1:pos:R:3:forces:R:3
O -2.7051 2.3928 0.7315 -0.097 -0.304 -0.117
C -1.6410 2.1032 1.2596 0.008 0.511 0.251
C -1.3955 0.6743 1.5938 -0.155 -1.108 0.015
C -2.2761 -0.3455 1.1444 0.385 -0.539 0.389
C -1.7045 -1.4972 1.5969 -0.643 0.737 -0.453
C -2.1273 -2.9248 1.4579 0.120 0.003 0.217
O -2.3065 -3.2873 0.1061 -0.213 -0.002 -0.057
C -1.2194 -3.4756 -0.6917 0.315 -0.195 -0.378
C -1.4996 -3.6739 -2.0445 -0.079 0.083 0.319
C -0.4843 -3.9161 -2.9444 0.060 0.008 0.038
C 0.8305 -3.9813 -2.5145 0.104 0.059 0.191
C 1.1041 -3.7837 -1.1710 -0.017 -0.010 -0.055
C 2.5267 -3.9036 -0.7081 0.324 -0.256 0.057
F 3.3922 -3.2509 -1.5041 -0.060 0.160 -0.228
F 2.7345 -3.4366 0.5326 -0.221 0.167 0.216
F 2.9431 -5.1877 -0.6926 -0.119 -0.128 -0.067
C 0.0974 -3.5204 -0.2523 -0.112 -0.088 0.078
O -0.5770 -1.1969 2.2621 -0.173 -0.564 -0.015
N -0.3979 0.1409 2.2588 0.274 0.807 0.160
N -0.6945 3.0304 1.5061 -0.135 0.177 0.028
C 0.5904 2.8291 2.1351 0.366 -0.196 0.332
C 1.6951 3.4689 1.2798 -0.066 -0.052 -0.109
C 1.2500 3.4623 -0.1913 0.139 0.253 -0.020
C 0.8972 2.0533 -0.6256 0.114 -0.170 -0.202
C 1.7864 1.0158 -0.3510 -0.148 0.048 -0.084
C 1.4459 -0.2830 -0.6807 0.192 0.099 0.096
N 0.3088 -0.6156 -1.2689 -0.070 -0.317 -0.193
C -0.5179 0.3685 -1.5754 -0.106 0.205 -0.087
C -0.2765 1.7027 -1.2852 0.181 -0.031 -0.100
C 0.1073 4.4820 -0.2996 0.039 -0.148 -0.004
C -0.8444 4.3406 0.9068 -0.331 0.264 -0.175
H -3.1721 -0.2120 0.5788 -0.214 0.000 -0.134
H -3.1164 -3.0559 1.9092 0.246 -0.009 -0.029
H -1.4129 -3.5787 1.9707 -0.103 0.025 -0.027
H -2.5294 -3.6305 -2.3613 -0.134 0.007 -0.050
H -0.7149 -4.0593 -3.9884 -0.046 -0.018 -0.100
H 1.6336 -4.1764 -3.2075 0.070 -0.012 -0.077
H 0.3620 -3.3475 0.7783 0.001 0.029 0.088
H 0.7600 1.7598 2.2545 0.097 0.330 0.022
H 0.5721 3.2861 3.1325 0.045 -0.090 -0.034
H 2.6281 2.9282 1.4261 0.035 0.034 0.049
H 1.8673 4.5040 1.5803 0.059 0.014 0.003
H 2.0826 3.7975 -0.8215 -0.075 -0.022 0.068
H 2.7363 1.2057 0.1225 0.109 0.025 0.103
H 2.1174 -1.0980 -0.4532 0.152 -0.062 0.071
H -1.4334 0.0693 -2.0691 -0.144 0.074 -0.052
H -1.0229 2.4308 -1.5555 -0.092 0.095 0.024
H -0.4320 4.3599 -1.2371 -0.023 0.057 -0.027
H 0.5328 5.4869 -0.3026 0.002 -0.010 -0.036
H -1.8858 4.4547 0.6046 0.169 0.080 0.117
H -0.6145 5.0909 1.6684 -0.029 -0.020 -0.019
```
Forces are in eV/Å.

***

3.
The molecule C6H7NS in a non-equilibrium geometry. Source: OMol25; level of theory: ωB97M-V/def2-TZVPD.

Its relative energy (zero: lowest compared OMol25 entry of this formula, charge and spin) is 512.17 kJ/mol. The electronic energy comes out at -18655.4407 eV. The highest occupied orbital energy is -7.91 eV. The molecular weight comes out at 125.2 g/mol.

XYZ file:
```
15
Properties=species:S:1:pos:R:3:forces:R:3
C -0.2350 1.9654 0.1977 0.596 1.401 0.026
C -0.5065 -1.3287 0.2533 -0.525 -0.981 -1.368
C 1.6953 0.0751 -0.2269 -0.844 -0.821 0.129
C -1.3300 -0.2680 0.2133 1.463 -1.251 -0.719
C 3.0190 0.6415 -0.1055 0.644 0.491 -0.232
C -2.7424 -0.3058 -0.0565 -3.888 1.373 -0.992
N -0.8826 1.0134 0.3247 -0.017 -0.285 0.864
S 1.2207 -1.2484 0.6524 0.185 0.539 0.013
H -0.8673 -2.3060 -0.2185 0.371 1.382 1.308
H 3.4231 0.3706 -1.0725 0.400 -0.139 -0.631
H 3.7875 0.3334 0.6367 -0.668 0.359 0.006
H 2.8594 1.7308 -0.2661 0.544 -0.458 0.629
H -3.0614 0.6238 -0.7662 0.813 -2.304 1.534
H -3.2219 -0.0262 0.9613 0.201 -0.774 -1.670
H -3.1581 -1.2708 -0.5271 0.726 1.467 1.103
```
Forces are in eV/Å.

***

4.
A cluster of 3 separate species, C3H9NO4 in total in a non-equilibrium geometry. Source: OMol25; level of theory: ωB97M-V/def2-TZVPD.

Its relative energy (zero: lowest compared OMol25 entry of this formula, charge and spin) is 44.32 kJ/mol. The electronic energy comes out at -12936.9454 eV. As for the structure (SMILES): CC(=O)NC=O.O.O. The highest occupied orbital energy is -10.14 eV. The molecular weight comes out at 123.1 g/mol.

XYZ file:
```
17
Properties=species:S:1:pos:R:3:forces:R:3
C 0.3242 1.0981 1.2946 1.052 0.679 0.165
C 0.1480 0.9240 -0.1810 -0.350 -0.973 -0.725
O -0.0532 1.7917 -1.0076 0.283 0.294 0.809
N 0.0453 -0.3822 -0.6328 0.810 -0.817 0.794
C 0.2402 -1.6361 0.0264 -1.315 1.295 -1.273
O -0.3188 -2.5750 -0.4724 0.591 -0.704 0.410
H -0.6779 1.1791 1.7186 0.199 0.561 0.148
H 0.8856 0.3506 1.8508 -0.339 -0.596 -0.537
H 1.0119 1.9492 1.4012 -0.962 0.393 0.249
H -0.2297 -0.4533 -1.6023 -0.119 -0.167 -0.015
H 0.8571 -1.6403 0.9287 -0.021 0.041 -0.010
O 2.9977 -0.5655 1.3271 0.175 -0.006 -0.058
H 3.7303 -0.3855 1.9235 -0.001 -0.021 0.119
H 3.3911 -0.4958 0.4518 -0.032 -0.018 -0.093
O -3.4506 1.1239 -0.6808 1.129 0.998 1.407
H -4.3226 0.9316 -1.0017 0.230 -0.807 -0.896
H -2.6397 0.7347 -1.0454 -1.330 -0.153 -0.495
```
Forces are in eV/Å.

***

5.
A structure of composition C25H48CdN3O2P2 in a non-equilibrium geometry. Source: OMol25; level of theory: ωB97M-V/def2-TZVPD.

The electronic energy comes out at -58410.0632 eV. Its net charge is +1. The highest occupied orbital energy is -9.56 eV. The molecular weight comes out at 597.0 g/mol.

XYZ file:
```
81
Properties=species:S:1:pos:R:3:forces:R:3
Cd 0.4517 0.5511 -0.6627 -0.671 0.246 -0.055
C 0.5086 4.1695 -1.3747 -0.034 -0.009 -0.068
C 1.0809 3.3908 -0.4284 -0.084 -0.207 0.064
C 1.7553 2.2478 -1.1019 0.194 -0.177 -0.082
C 1.5236 2.4796 -2.5558 0.025 -0.156 0.134
C 0.7824 3.5993 -2.6989 -0.054 0.081 0.053
C 0.2778 4.2243 -3.9613 0.048 -0.087 0.103
C 2.0956 1.5946 -3.6240 -0.082 0.177 0.050
C 3.2035 2.0015 -0.6892 -0.097 0.081 -0.075
C 1.1320 3.6008 1.0562 -0.003 0.100 -0.183
C -0.2807 5.4266 -1.1884 0.062 -0.130 0.014
H 0.6247 5.2566 -4.0405 -0.032 0.008 -0.064
H -0.8156 4.2513 -3.9715 -0.010 0.039 -0.062
H 0.6207 3.6861 -4.8440 -0.018 0.011 -0.015
H 3.0673 1.9639 -3.9625 0.021 -0.072 -0.024
H 1.4385 1.5478 -4.4932 0.035 -0.022 -0.026
H 2.2339 0.5743 -3.2595 0.030 -0.015 -0.029
H 3.7869 2.9003 -0.9158 0.053 -0.022 0.028
H 3.6470 1.1711 -1.2397 0.029 -0.026 0.047
H 3.2966 1.8032 0.3797 0.030 -0.030 0.002
H 2.0718 4.0718 1.3590 0.018 -0.057 0.041
H 1.0435 2.6496 1.5880 0.015 0.027 0.059
H 0.3236 4.2507 1.3899 -0.004 -0.034 0.054
H 0.2240 6.2702 -1.6641 -0.039 0.036 0.013
H -0.4131 5.6638 -0.1343 -0.028 0.039 -0.012
H -1.2675 5.3371 -1.6489 -0.021 0.061 0.013
C -3.3662 -1.5143 -2.7790 0.167 0.298 -0.022
P -2.4873 0.0273 -3.1473 -0.526 -0.013 -0.331
C -2.1939 0.0047 -4.9322 0.006 0.041 0.375
C -3.6499 1.3747 -2.8319 0.232 -0.270 -0.010
O -1.2289 0.1568 -2.3494 0.674 -0.053 0.579
H -4.2642 -1.6088 -3.3888 -0.003 -0.015 0.010
H -3.6398 -1.5214 -1.7235 -0.021 -0.017 -0.002
H -2.6973 -2.3515 -2.9800 -0.028 -0.029 -0.022
H -3.1240 -0.2160 -5.4557 0.023 0.008 -0.047
H -1.4511 -0.7601 -5.1573 -0.020 -0.022 -0.028
H -1.8126 0.9730 -5.2554 0.003 0.005 0.010
H -4.5267 1.2883 -3.4734 -0.007 0.022 0.005
H -3.1442 2.3218 -3.0191 -0.013 0.011 -0.020
H -3.9549 1.3381 -1.7862 -0.015 0.024 0.000
O -0.8841 -0.0483 1.1793 -0.148 0.394 -0.666
P -0.0946 -1.1954 1.7121 0.628 -0.709 0.487
N 0.5251 -2.0470 0.3883 -0.412 0.293 0.074
C 1.5518 -3.1117 0.5092 0.226 -0.084 -0.123
C 1.2655 -4.0998 -0.6388 -0.055 0.078 -0.060
C 0.1728 -3.4273 -1.4791 0.066 0.023 0.158
C -0.5757 -2.5983 -0.4493 -0.012 -0.106 -0.167
N -1.0947 -2.1593 2.6004 0.147 0.533 -0.151
C -0.6532 -3.2095 3.5278 0.110 -0.103 0.025
C -1.8370 -3.3817 4.4803 -0.103 0.006 -0.098
C -3.0372 -2.9850 3.6164 0.125 -0.009 0.043
C -2.5065 -1.7910 2.8336 -0.131 -0.073 -0.016
N 1.2175 -0.6709 2.5656 -0.463 -0.272 -0.037
C 0.9058 0.3004 3.6365 0.079 0.129 0.093
C 2.2914 0.7165 4.1032 0.011 -0.145 -0.017
C 3.0317 -0.6229 4.1065 -0.058 0.125 -0.060
C 2.5085 -1.3317 2.8496 0.230 0.048 -0.054
H 1.5016 -3.6222 1.4732 -0.044 0.023 -0.021
H 2.5418 -2.6689 0.4138 -0.034 -0.006 0.045
H 0.9064 -5.0482 -0.2405 -0.011 0.004 0.010
H 2.1626 -4.3045 -1.2189 0.006 -0.038 0.013
H -0.4757 -4.1494 -1.9716 0.012 0.014 -0.061
H 0.6116 -2.7712 -2.2334 -0.025 -0.007 -0.030
H -1.2402 -3.2387 0.1449 0.033 0.029 0.048
H -1.1644 -1.7917 -0.8855 0.016 -0.046 0.054
H 0.2600 -2.9253 4.0586 -0.002 0.028 -0.039
H -0.4537 -4.1402 2.9860 0.002 0.011 0.020
H -1.7452 -2.6953 5.3237 0.018 -0.010 0.011
H -1.9072 -4.3963 4.8667 0.026 0.012 0.043
H -3.9199 -2.7401 4.2032 -0.018 0.004 -0.020
H -3.2891 -3.7971 2.9310 -0.024 -0.002 0.012
H -2.5829 -0.8711 3.4205 0.017 -0.006 -0.027
H -3.0224 -1.6306 1.8878 -0.002 0.004 0.021
H 0.3604 -0.1724 4.4640 -0.042 -0.011 -0.055
H 0.3017 1.1165 3.2433 0.012 -0.006 0.003
H 2.2782 1.2016 5.0769 0.005 0.018 -0.007
H 2.7371 1.3949 3.3729 -0.010 0.040 0.028
H 2.7654 -1.1899 4.9999 0.002 -0.011 0.003
H 4.1140 -0.5144 4.0846 0.005 -0.030 0.017
H 2.4127 -2.4055 3.0138 -0.016 0.044 0.004
H 3.1881 -1.1733 2.0090 -0.021 -0.038 0.021
```
Forces are in eV/Å.

***

6.
A cluster of 2 separate species, C2H9BN2O2 in total in a non-equilibrium geometry. Source: OMol25; level of theory: ωB97M-V/def2-TZVPD.

Its relative energy (zero: lowest compared OMol25 entry of this formula, charge and spin) is 158.04 kJ/mol. The electronic energy comes out at -9970.4928 eV. The highest occupied orbital energy is -7.67 eV. The molecular weight comes out at 103.9 g/mol.

XYZ file:
```
16
Properties=species:S:1:pos:R:3:forces:R:3
B -1.9954 0.6588 -0.5953 1.332 0.682 -1.813
C 1.4679 0.3652 1.3227 1.603 -1.825 1.187
C 0.1969 -1.2780 0.2623 -0.800 -1.164 -0.840
N 2.1878 -0.7666 -0.6807 2.241 0.135 -2.010
N 1.3206 -0.6087 0.2370 -0.834 -0.152 0.353
O -1.0139 0.4209 -1.6185 -0.376 1.254 2.046
O -3.3026 0.5573 -0.8545 -0.270 0.024 1.897
H 2.5076 0.7815 1.2873 -1.317 0.039 -0.022
H 0.6191 0.9906 1.2092 -0.283 1.218 0.370
H 1.3755 -0.2995 2.2267 0.075 1.247 -0.497
H -0.6039 -1.0675 0.9489 0.462 0.321 0.543
H -0.1009 -1.9389 -0.5678 0.815 0.480 0.466
H -1.8891 1.1614 0.4923 0.953 -0.380 -0.035
H 3.0641 -0.1715 -0.6433 -1.793 -0.595 0.863
H -0.1068 0.7459 -1.3579 -1.451 -0.759 -0.434
H -3.7268 0.4492 -1.6684 -0.355 -0.525 -2.074
```
Forces are in eV/Å.

***

Question: The highest molecular weight belongs to which entry?
Answer: C25H48CdN3O2P2